15
Properties=species:S:1:pos:R:3:mulliken_charge:R:1 method="wB97M-V/def2-TZVPD" largest_force_ha_per_bohr=0.0346 total_energy_ev=-9407.14656 e_homo_ev=-8.55 orbital_gap_ev=9.5 total_charge=0
H -2.420 -0.926 -0.712 0.334
O -1.128 1.455 -0.591 -0.516
C 1.630 -0.434 0.092 -0.442
C -0.561 0.242 -0.234 0.683
H 1.409 -1.487 -0.117 0.252
H -1.465 -1.618 0.629 0.352
C 0.497 0.211 0.885 -0.741
H -2.397 -0.155 0.860 0.335
H 2.657 -0.303 0.439 0.361
O 1.833 0.728 -2.038 -0.483
C 1.187 0.188 -1.187 0.273
H 0.209 -0.354 1.773 0.315
C -1.759 -0.689 0.125 -1.372
H -0.438 1.904 -1.091 0.371
H 0.748 1.239 1.167 0.278